# C13H26BeFO10

A structure of composition C13H26BeFO10 (ωB97M-V/def2-TZVPD, the OMol25 dataset).

Values from the calculation:
Orbital gap (alpha / beta): 3.56 / 3.06 eV
Largest force on an atom: 4.4 eV/A
Spin multiplicity: 2
HOMO level (alpha / beta): -14.21 / -14.21 eV
<S²>: 0.754
LUMO level (alpha / beta): -10.65 / -11.15 eV
Net charge: +2

The geometry in XYZ format:
```
51
Properties=species:S:1:pos:R:3:forces:R:3
Be -0.03308 -2.83771 -0.74777 -0.6 4.4 0.4
F 0.30387 -0.50087 -0.03140 -0.2 -3.3 -0.4
C 3.82026 0.07521 3.85554 1.0 0.5 1.9
C 2.89396 0.92304 3.06394 -0.5 0.4 0.4
C 2.95544 0.16521 1.75649 -0.5 1.8 1.1
O 4.20484 -0.47583 1.74273 0.6 -0.3 -1.4
C 4.97154 -0.18454 2.89246 -1.3 -0.8 1.8
H 3.35333 -0.86213 4.15800 0.1 -0.1 -0.1
H 4.13837 0.59079 4.76168 0.2 -0.2 0.0
H 3.21917 1.95986 2.97830 0.2 0.0 -0.1
H 1.93957 0.93430 3.59036 -0.3 0.0 -0.6
H 2.87487 0.81164 0.88256 0.1 -0.4 -0.6
H 2.09356 -0.50173 1.77784 0.1 -0.9 -0.8
H 5.57465 0.71928 2.80599 0.1 0.4 -0.7
H 5.60704 -1.01398 3.20273 0.2 -0.1 -0.8
C -4.33052 -4.78418 0.29296 -0.8 -0.4 -0.1
O -4.38290 -3.47228 0.82603 2.5 1.5 0.7
C -3.24544 -2.73589 1.04003 -1.8 -1.1 -1.7
O -2.07933 -3.04636 0.69840 0.3 0.0 -0.3
O -3.65650 -1.62307 1.54489 -0.7 -0.7 0.0
C -2.78273 -0.58083 1.85067 1.7 0.5 0.7
H -3.84246 -5.46214 0.99315 0.2 0.0 -0.3
H -3.97248 -4.80034 -0.73644 0.5 0.0 0.2
H -5.38851 -5.03966 0.23383 0.1 -0.2 0.1
H -3.33537 0.35866 1.84405 0.1 -0.2 -0.3
H -1.90381 -0.63594 1.20835 -0.2 0.5 -0.4
H -2.37414 -0.75611 2.84587 -0.3 0.1 0.3
C 2.08549 -3.34632 -5.03891 -0.5 -0.7 -0.3
O 2.57692 -2.07639 -4.46773 -0.4 -0.1 0.5
C 2.04299 -1.49899 -3.38256 0.2 -0.8 -0.9
O 1.01451 -1.94612 -2.82592 0.1 -0.3 1.1
O 2.72776 -0.39876 -3.05870 -0.5 -1.5 -1.3
C 2.12084 0.55349 -2.21229 -0.5 0.7 1.8
H 2.23907 -3.44601 -6.11342 0.4 1.4 -0.1
H 1.01492 -3.52963 -4.94738 0.1 0.5 0.6
H 2.62714 -4.24319 -4.73834 0.2 0.5 1.1
H 1.03619 0.59908 -2.30998 0.2 -0.1 -0.1
H 2.55539 1.54988 -2.29277 0.2 -0.3 -1.1
H 2.35897 0.31105 -1.17661 -0.3 -0.5 0.0
C -1.28296 2.34916 0.08464 -0.2 -2.7 0.2
O -1.51510 3.44004 -0.72391 1.2 0.9 -0.1
C -2.63006 4.09653 -0.55264 -3.6 1.8 0.5
O -3.62340 3.76266 0.09263 2.0 0.0 -0.8
O -2.53965 5.24976 -1.24094 -0.4 0.4 -0.4
C -3.70178 6.15664 -1.31206 -0.2 -0.3 0.9
H -1.77249 2.29594 1.05707 0.0 0.9 0.0
H -0.21930 2.13247 0.18351 0.0 0.5 0.0
H -1.68745 1.48136 -0.43633 0.0 -0.3 -0.1
H -4.64134 5.62564 -1.46491 0.3 -0.3 -0.1
H -3.60044 6.93585 -2.06748 0.7 -0.7 -0.3
H -3.80929 6.72137 -0.38598 0.2 -0.4 0.3
```
Forces are in eV/Å.

---

# C13H26FN5O8P2S

A cluster of 2 separate species, C13H26FN5O8P2S in total (ωB97M-V/def2-TZVPD, the OMol25 dataset).

Values from the calculation:
Orbital gap: 8.23 eV
Largest force on an atom: 7.5 eV/A
HOMO level: -8.60 eV
SMILES: N[C@]1(c2ccccn2)OS(=O)(=O)O[C@]1(F)P(=O)(O)O.CN(C)P(=O)(N(C)C)N(C)C
LUMO level: -0.37 eV

The geometry in XYZ format:
```
56
Properties=species:S:1:pos:R:3:forces:R:3
N 2.44073 0.46721 -0.83886 0.4 0.1 -0.5
C 2.02175 0.42869 -2.20005 0.2 -0.5 -0.6
C 0.59567 0.96783 -2.46435 1.6 -1.2 1.5
C 0.17109 1.95676 -1.59971 -1.3 0.9 0.0
C -1.10761 2.48038 -1.84182 1.1 -0.9 -0.4
C -1.76611 1.93085 -2.93239 -1.7 0.8 0.0
C -1.24938 0.91564 -3.71312 0.4 0.1 0.1
N -0.03805 0.41801 -3.47346 -0.5 0.3 -0.2
O 2.19105 -0.97963 -2.61256 0.2 0.1 -1.1
S 2.68824 -1.19341 -4.11915 0.1 0.3 -0.4
O 1.61237 -1.67447 -4.89420 -0.4 0.3 -0.3
O 3.93944 -1.83201 -4.25837 0.2 -0.3 0.8
O 3.02976 0.40342 -4.42292 -0.6 -1.0 1.2
C 2.91749 1.17193 -3.25894 0.0 1.3 -0.6
F 2.27099 2.31376 -3.74507 0.0 0.1 0.7
P 4.64088 1.76735 -2.78340 1.7 -0.6 -0.8
O 5.57287 0.69921 -3.11649 -0.2 -0.5 0.5
O 4.74159 2.27340 -1.26824 -0.4 0.7 -1.1
O 4.93583 3.07449 -3.70019 -1.1 -0.5 0.8
H 3.42940 0.21636 -0.81623 -0.1 0.2 0.1
H 1.98850 -0.30420 -0.34326 -0.5 0.4 0.1
H 0.77840 2.34382 -0.78787 0.1 -0.3 -0.2
H -1.54275 3.25830 -1.22328 0.0 -0.1 -0.1
H -2.75961 2.30989 -3.18129 0.2 -0.1 0.0
H -1.80269 0.51294 -4.56036 0.1 0.0 0.2
H 4.79748 3.24292 -1.29621 -0.1 -0.1 0.5
H 4.54104 2.86406 -4.56190 0.2 0.4 -0.1
O 0.05174 -0.83325 1.04894 -2.4 0.3 -2.9
P -1.26757 -0.98232 1.77805 3.2 -0.5 6.7
N -1.12739 0.43052 2.77541 -0.2 0.4 -0.5
C -1.78992 0.67734 4.04253 -0.5 -0.2 0.2
C -1.02859 1.68137 2.03294 0.4 0.1 -0.3
N -0.81466 -2.39761 2.67348 0.1 -0.4 -0.2
C -0.69448 -2.39997 4.11818 -0.6 0.0 0.2
C 0.25746 -3.20774 2.10051 0.1 0.2 -0.2
N -2.94903 -1.24168 2.22376 -0.3 -0.3 -3.2
C -3.46861 -2.62265 2.09046 0.0 -0.4 0.3
C -3.83954 -0.40746 1.37193 -0.1 0.6 0.3
H -2.86855 0.86114 3.94198 0.0 0.0 0.0
H -1.35530 1.55948 4.51935 0.1 0.1 -0.2
H -1.65098 -0.12586 4.75833 -0.1 -0.2 -0.2
H -2.01599 2.07074 1.74340 0.0 0.1 0.1
H -0.44546 1.54526 1.12282 0.0 -0.1 0.0
H -0.52565 2.45244 2.62186 0.0 -0.1 0.1
H 0.08410 -1.71529 4.47515 0.0 0.0 0.1
H -0.45474 -3.40444 4.47657 0.1 0.0 -0.2
H -1.64840 -2.16333 4.59488 0.0 0.2 0.0
H 1.24700 -2.78266 2.30821 0.0 -0.1 -0.1
H 0.14577 -3.30493 1.02273 0.1 0.1 0.0
H 0.22753 -4.21936 2.51331 -0.1 0.1 0.1
H -3.26788 -3.04190 1.10190 -0.1 -0.1 0.0
H -4.54863 -2.62804 2.25452 0.0 0.3 -0.1
H -3.05530 -3.28907 2.84022 0.3 0.1 -0.1
H -3.75630 -0.67700 0.31561 -0.2 0.0 0.0
H -3.59995 0.65267 1.46829 0.2 0.0 0.0
H -4.87909 -0.51990 1.67837 0.1 -0.1 0.1
```
Forces are in eV/Å.

---

# C13H26IN2O6

A cluster of 2 separate species, C13H26IN2O6 in total (ωB97M-V/def2-TZVPD, the OMol25 dataset).

Values from the calculation:
Orbital gap: 8.62 eV
Largest force on an atom: 4.9 eV/A
HOMO level: -11.71 eV
LUMO level: -3.09 eV
Net charge: +1

The geometry in XYZ format:
```
48
Properties=species:S:1:pos:R:3:forces:R:3
C -1.32400 2.04036 -2.14991 -0.1 0.2 -0.1
C 0.20763 2.06649 -2.12813 -0.6 0.9 0.0
O 0.73326 1.66934 -0.86972 -0.1 -0.9 -0.4
C 2.05995 1.17356 -0.94585 0.0 0.1 -0.2
C 2.18437 0.00016 0.04006 0.4 -0.3 -3.6
O 2.07570 0.23090 1.15795 -0.5 0.8 4.8
O 2.49082 -1.29664 -0.31220 -0.5 -0.1 -0.7
C 1.99438 -1.78775 -1.52983 1.3 0.1 -0.4
I -0.16941 -1.66587 -1.72292 -0.3 0.2 0.1
N 2.49627 -3.11887 -1.73376 -0.3 0.8 0.7
C 2.30974 -3.98569 -0.59839 1.9 -2.0 -1.4
C 3.23541 -5.18544 -0.55095 0.3 0.6 -0.9
O 1.50173 -3.82239 0.22388 -2.2 1.2 2.1
C 2.06402 -3.72966 -2.96833 2.2 1.9 -0.4
C 2.66333 -3.21647 -4.24574 -0.5 0.5 -0.1
O 1.31016 -4.61716 -2.93125 -1.9 -2.6 0.1
H -1.70444 1.33132 -2.87975 0.0 -0.3 0.1
H -1.76583 1.82687 -1.17696 0.2 -0.1 0.1
H -1.71365 3.00848 -2.46057 0.0 0.1 0.0
H 0.50721 3.10701 -2.29053 0.3 -0.1 -0.2
H 0.56947 1.46813 -2.96418 0.3 -0.2 0.2
H 2.38523 0.96148 -1.96536 -0.3 -0.2 -0.1
H 2.70615 1.97077 -0.57660 0.4 -0.2 0.2
H 2.40148 -1.17872 -2.33195 -0.4 0.1 -0.3
H 2.63977 -6.08946 -0.54520 -0.1 -0.1 0.1
H 3.85980 -5.14601 0.33687 -0.1 0.1 0.2
H 3.89017 -5.16446 -1.42083 0.1 -0.3 0.0
H 3.01242 -2.18977 -4.16700 0.2 -0.1 0.0
H 1.88065 -3.25707 -4.99942 0.0 0.0 -0.1
H 3.46030 -3.87118 -4.58474 0.2 0.0 0.2
C -1.17712 1.77387 2.38652 0.2 -0.4 0.0
C -2.63380 1.70170 1.96421 0.6 0.4 0.0
C -3.48430 2.88493 2.42482 -0.6 -0.4 0.1
O -3.75839 2.78068 3.80922 0.2 0.2 -0.2
C -2.88131 3.51818 4.67118 0.0 -0.1 0.3
N -3.24326 0.47565 2.59049 -0.4 -0.1 0.1
H -1.04856 1.61711 3.45889 -0.1 0.1 0.0
H -0.59425 1.00446 1.87431 0.1 0.1 0.0
H -0.74805 2.73954 2.12755 0.0 0.0 -0.1
H -2.69831 1.58045 0.88266 -0.1 0.0 0.0
H -4.45347 2.83910 1.91797 0.0 0.1 0.0
H -3.02767 3.83854 2.15822 0.2 -0.1 0.0
H -2.45115 4.38494 4.16903 0.0 0.0 -0.1
H -2.08348 2.87144 5.03959 0.1 0.1 0.0
H -3.46339 3.85839 5.52474 -0.1 0.0 -0.1
H -2.63817 -0.34529 2.53538 0.1 0.1 -0.1
H -4.14960 0.24667 2.17709 0.1 -0.1 -0.1
H -3.42783 0.69741 3.57944 0.1 0.1 0.0
```
Forces are in eV/Å.

---

# C13H26IrN6O6

A structure of composition C13H26IrN6O6 (ωB97M-V/def2-TZVPD, the OMol25 dataset).

Values from the calculation:
Orbital gap (alpha / beta): 6.29 / 5.72 eV
Largest force on an atom: 3.4 eV/A
Spin multiplicity: 5
HOMO level (alpha / beta): -8.89 / -10.92 eV
<S²>: 6.041
LUMO level (alpha / beta): -2.60 / -5.20 eV
Net charge: +1
Energy above the lowest of the compared OMol25 structures with the same formula, charge and spin: 0.0 kJ/mol

The geometry in XYZ format:
```
52
Properties=species:S:1:pos:R:3:forces:R:3
O -1.11110 -0.76578 -3.62552 1.3 -0.6 -0.2
H -0.78260 -1.01325 -4.49140 -0.3 0.0 -0.3
Ir 0.49177 0.09037 -0.05671 -0.6 -0.2 1.9
N 1.66272 -1.39623 -0.74219 1.4 -0.2 0.3
N -0.72034 -1.60904 -0.02648 -1.1 -0.3 -0.1
N 0.63292 2.13987 -0.26783 0.6 -1.0 0.3
N -1.08026 0.90805 0.93852 -0.8 1.7 -0.4
O 2.91128 -1.24198 -0.86193 -0.8 0.5 0.2
O 1.56245 2.83607 -1.01972 1.1 0.2 -0.9
O -1.80896 0.25859 1.83448 -0.3 -2.5 -0.1
O -1.90290 -1.79007 0.51641 0.9 1.1 0.2
C -0.27074 -2.72240 -0.66105 3.0 0.1 -1.6
C 1.02378 -2.55581 -1.17510 -2.7 -1.8 0.4
C -0.35425 2.91559 0.18294 -1.0 0.2 0.4
C -1.37991 2.22109 0.86022 1.9 0.4 -0.7
C 1.68704 -3.50407 -2.10976 0.3 -0.2 -0.3
H 1.34338 -3.32924 -3.14860 0.2 0.0 0.4
H 1.41075 -4.53678 -1.84931 0.2 0.4 -0.1
H 2.78044 -3.38590 -2.08457 -0.4 -0.1 0.0
C -1.17505 -3.88950 -0.76814 0.2 -0.7 -0.4
H -2.10813 -3.65749 -1.29653 0.2 0.1 0.2
H -1.42784 -4.26063 0.22689 -0.1 0.1 -0.1
H -0.67819 -4.70131 -1.30540 -0.1 0.1 0.1
C -0.23286 4.38114 0.00465 -0.5 1.4 0.2
C -2.48066 2.82494 1.65519 -0.3 0.2 0.0
H 0.07622 4.68156 -1.02116 -0.1 -0.3 0.8
H 0.49463 4.83634 0.73231 -0.5 -0.5 -0.7
H -1.21153 4.86417 0.21148 0.6 -0.3 -0.1
H -3.24254 2.07058 1.88116 0.3 0.3 0.0
H -2.94474 3.64275 1.09385 0.1 -0.1 0.1
H -2.09870 3.24107 2.59980 -0.2 -0.2 -0.2
H 2.19050 2.19855 -1.39635 -0.1 0.1 0.4
H -1.95661 -0.72298 1.29399 -0.3 0.8 0.9
C -2.42612 -0.27857 -3.55928 0.0 1.1 0.4
H -3.14014 -1.07475 -3.59538 -0.5 -0.4 -0.2
H -2.62434 0.52740 -4.28758 0.0 -0.5 0.3
H -2.39122 0.12464 -2.55149 -0.9 0.4 0.1
O 0.58008 0.33315 -2.10937 -1.4 -0.3 -1.2
H -0.16131 -0.09979 -2.67799 0.6 0.0 0.0
H 0.57867 1.25632 -2.35193 -0.1 0.7 -0.2
C 1.75676 1.88192 2.60442 0.0 0.7 0.1
C 1.61426 0.42349 2.72518 0.0 -0.5 -0.6
N 1.07049 -0.40572 1.83403 0.0 0.5 0.3
C 1.15632 -1.69640 2.33757 0.0 0.3 -0.3
C 1.80357 -1.63477 3.52072 0.0 -0.3 0.2
N 2.08248 -0.30079 3.74558 0.3 0.1 0.7
H 0.79883 2.37865 2.84228 0.4 -0.2 -0.2
H 2.51844 2.24736 3.30699 -0.2 -0.1 -0.2
H 2.04696 2.15525 1.57864 -0.1 -0.1 0.5
H 0.76537 -2.54310 1.78692 0.2 0.2 0.3
H 2.09358 -2.43443 4.18112 0.0 0.2 0.1
H 2.57738 0.11184 4.54546 -0.5 -0.5 -0.6
```
Forces are in eV/Å.

---

# C13H26N4OP2Sr

A structure of composition C13H26N4OP2Sr (ωB97M-V/def2-TZVPD, the OMol25 dataset).

Values from the calculation:
Orbital gap (alpha / beta): 7.99 / 5.70 eV
Largest force on an atom: 2.0 eV/A
Spin multiplicity: 2
HOMO level (alpha / beta): -10.32 / -10.31 eV
<S²>: 0.783
LUMO level (alpha / beta): -2.33 / -4.62 eV
Net charge: +1
Energy above the lowest of the compared OMol25 structures with the same formula, charge and spin: 0.0 kJ/mol

The geometry in XYZ format:
```
47
Properties=species:S:1:pos:R:3:forces:R:3
Sr -0.87162 0.35200 0.29001 -0.5 0.0 -0.6
P -3.06773 -2.24173 0.97987 0.6 -1.0 -0.4
P -0.25845 3.55834 0.15820 -0.5 0.2 -0.2
N 0.27090 -1.73023 -0.68852 -0.7 -0.1 0.0
N 1.43237 0.72795 -0.88276 0.0 0.3 0.2
H 2.03092 -2.51006 -1.62736 0.0 0.1 0.4
H 3.31421 -0.23436 -1.22113 -0.5 -0.1 -0.1
H 2.24685 -1.88650 0.06520 -0.2 -0.2 -0.3
C 1.75409 -1.72338 -0.90888 -0.9 -0.8 0.7
H 2.11757 -0.39206 -2.55153 0.0 0.3 0.4
C 2.23865 -0.38155 -1.45121 -0.6 0.7 -0.2
H -0.08242 -3.79107 -0.53358 -0.1 0.9 -0.1
H 2.71962 2.08271 -1.76303 -0.5 -0.1 0.3
C -0.50085 -2.74428 -0.55538 1.2 -0.8 -0.4
C 1.79982 1.95340 -1.15000 1.1 -0.1 -0.8
C -2.03234 -2.77189 -0.54532 0.1 -1.0 0.8
C 1.21369 3.19041 -0.79430 1.0 -0.4 -0.6
H -2.36452 -3.85241 -0.55763 0.8 1.3 -0.8
H 1.78319 4.03139 -1.20346 -0.3 -0.2 0.2
H -0.73421 4.58977 -0.72997 0.1 -0.4 0.6
H 0.37141 4.40788 1.09671 -0.1 0.1 -0.1
H -4.27770 -2.30609 0.25410 0.0 0.2 0.1
H -3.10728 -3.65338 1.23193 -0.3 0.8 1.0
H -0.29434 0.85677 -3.07939 0.6 0.4 -0.4
C -1.36803 0.67212 -3.09547 0.0 0.7 0.6
C -2.10088 1.95196 -3.50093 -0.4 0.2 -0.8
C -1.49647 -0.59284 -3.96635 -0.6 0.1 -0.3
O -1.76428 0.55964 -1.77325 0.2 -1.4 1.4
H -1.82910 2.41228 -4.45140 0.1 -0.2 -0.3
H -3.17963 1.71403 -3.53262 0.4 0.3 0.1
H -1.92468 2.73284 -2.73268 -0.1 -0.6 -0.3
H -0.84544 -1.41080 -3.61850 -0.3 0.3 0.2
H -2.52679 -0.97293 -4.06548 0.2 0.2 0.3
H -1.17118 -0.39516 -4.99437 0.0 0.2 0.1
H -2.46648 -2.22282 -1.35365 0.1 0.4 -0.8
C 1.39839 0.89406 5.86005 0.1 0.2 0.3
N 1.22384 0.18299 4.60482 0.0 -0.3 -0.6
C 1.79095 -1.03966 4.26772 -0.7 0.6 -0.7
C 1.34530 -1.32877 3.00120 -0.4 1.0 0.5
N 0.51401 -0.29917 2.56630 0.0 0.3 0.1
C 0.46886 0.60062 3.54598 0.8 -1.2 0.4
H 0.98293 0.31407 6.69577 0.1 0.2 -0.3
H 2.46378 1.07887 6.04248 -0.3 0.0 0.0
H 0.87654 1.85731 5.79089 0.2 -0.3 0.1
H 2.43576 -1.59259 4.92309 0.0 0.1 0.2
H 1.55249 -2.19077 2.38418 0.0 0.1 0.1
H -0.08171 1.54314 3.56966 0.2 -0.4 -0.1
```
Forces are in eV/Å.

---

# C13H26N6O3ReS3

A structure of composition C13H26N6O3ReS3 (ωB97M-V/def2-TZVPD, the OMol25 dataset).

Values from the calculation:
Orbital gap (alpha / beta): 7.82 / 6.75 eV
Largest force on an atom: 0.6 eV/A
Spin multiplicity: 4
HOMO level (alpha / beta): -14.41 / -13.59 eV
<S²>: 3.770
LUMO level (alpha / beta): -6.59 / -6.84 eV
Net charge: +2

The geometry in XYZ format:
```
52
Properties=species:S:1:pos:R:3:forces:R:3
Re 0.27521 -0.09814 0.24011 0.5 -0.2 0.3
C -1.14148 -0.56567 3.02723 0.0 0.0 -0.1
N -1.35648 -0.84065 1.58015 -0.1 0.0 0.0
C -2.71498 -0.33350 1.22504 0.1 0.0 0.0
C -1.33448 -2.32348 1.40183 -0.1 0.1 0.1
C -1.31646 -2.67445 -0.06088 0.1 0.0 -0.1
N -0.11395 -2.06582 -0.70072 -0.1 0.0 -0.1
C -0.35102 -1.92375 -2.15970 0.0 0.0 0.1
C 1.04642 -2.97970 -0.50063 -0.1 0.0 0.0
H -1.88449 -1.10064 3.62331 0.0 0.0 0.0
H -1.24991 0.49996 3.22161 0.0 0.0 0.0
H -0.14610 -0.89839 3.31836 0.0 0.0 0.0
H -3.46704 -0.92809 1.74869 0.0 0.0 0.0
H -2.88471 -0.39454 0.15270 0.0 0.0 0.0
H -2.80951 0.70277 1.52907 0.0 0.0 0.0
H -2.20444 -2.76166 1.89825 0.0 0.0 0.0
H -0.44606 -2.70563 1.90677 0.0 0.0 0.0
H -2.20285 -2.29896 -0.57006 0.0 0.0 0.0
H -1.30276 -3.75835 -0.19519 0.0 0.0 0.0
H -0.59942 -2.89369 -2.59703 0.0 0.0 0.0
H 0.55270 -1.54036 -2.62828 0.0 0.0 0.0
H -1.17731 -1.23363 -2.32786 0.0 0.0 0.0
H 0.80779 -3.96127 -0.91591 0.0 0.0 0.0
H 1.26432 -3.08694 0.56057 0.0 0.0 0.0
H 1.91856 -2.58106 -1.00850 0.0 0.0 0.0
O -1.41348 2.20378 0.13273 -0.1 0.2 0.0
S -0.84092 2.80544 1.30632 0.1 0.1 -0.1
O -0.03987 4.13170 0.85762 0.1 0.0 0.0
O -1.64929 3.13595 2.42187 0.1 -0.1 0.0
S 0.93947 1.69011 1.67502 -0.2 0.0 -0.3
S 2.45240 0.06654 -1.02327 0.0 0.0 0.0
C 1.79966 1.17769 -2.10145 -0.1 0.0 0.0
N 2.54041 1.79843 -3.05851 0.1 0.0 -0.1
C 2.01974 2.71669 -3.90168 0.1 0.0 0.0
C 0.70537 3.05674 -3.79183 0.0 0.0 0.0
C -0.02846 2.39872 -2.79640 -0.1 -0.1 0.1
N 0.49040 1.48423 -1.99505 0.0 0.1 0.0
H 3.52112 1.55371 -3.13047 0.0 0.0 0.0
H 2.69816 3.13571 -4.63205 0.0 0.0 0.0
H 0.25687 3.78556 -4.44872 0.0 0.0 0.0
H -1.08091 2.61617 -2.64811 0.0 0.0 0.0
C 3.36425 5.06775 0.07257 -0.1 0.0 0.0
N 1.90095 5.03321 0.13730 0.1 -0.1 0.0
C 1.20749 6.32205 0.01551 0.1 -0.1 0.0
C 1.31980 3.95373 0.64370 -0.2 0.2 0.1
N 1.90950 2.83923 0.93746 -0.1 -0.1 0.0
H 3.65981 5.58898 -0.83589 0.0 0.0 0.0
H 3.76000 4.05733 0.06430 0.0 0.0 0.0
H 3.76906 5.60093 0.93380 0.0 0.0 0.0
H 1.69330 6.88503 -0.77767 0.0 0.0 0.0
H 1.27797 6.88812 0.94474 0.0 0.0 0.0
H 0.16450 6.18292 -0.24420 0.0 0.0 0.0
```
Forces are in eV/Å.